1.
Here is C17H17FN4S in the gas phase in a non-equilibrium geometry from the Open Molecules 2025 dataset. Energies are from wB97M-V/def2-TZVPD.

ORCA input file:
```
! RIJCOSX wB97M-V def2-TZVPD def2/J DEFGRID3
* xyz 0 1
C -0.80 -4.68 -1.28
S -0.21 -3.14 -1.93
C 0.65 -2.47 -0.55
C 0.04 -1.36 0.07
C 0.54 -0.69 1.26
C 0.16 0.53 1.81
N -0.64 1.36 1.06
C -0.08 1.87 -0.21
C -0.09 3.40 -0.03
C -0.80 1.50 -1.52
C -2.09 1.91 -1.82
C -2.72 1.48 -2.99
C -2.04 0.65 -3.92
F -2.62 0.23 -5.06
C -0.73 0.21 -3.55
C -0.11 0.76 -2.41
N 0.53 0.88 2.93
C 1.56 0.29 3.51
C 2.14 0.95 4.73
N 2.02 -0.88 2.95
C 1.57 -1.32 1.81
C 2.08 -2.49 1.19
N 1.60 -3.04 0.08
H -1.40 -4.43 -0.35
H -1.59 -4.94 -2.04
H -0.16 -5.48 -0.95
H -0.82 -0.87 -0.40
H -0.98 2.04 1.71
H 0.97 1.63 -0.19
H 0.44 3.72 0.91
H -1.07 3.84 -0.08
H 0.47 3.88 -0.82
H -2.69 2.51 -1.13
H -3.75 1.73 -3.40
H -0.03 -0.53 -3.91
H 0.81 0.54 -2.03
H 2.81 0.24 5.25
H 2.73 1.79 4.40
H 1.28 1.27 5.26
H 3.02 -2.89 1.64
*
```

Its SMILES is CSc1cc2c(N[C@H](C)c3ccc(F)cc3)nc(C)nc2cn1. The HOMO energy is -0.3026 hartree. For the HOMO-LUMO gap, the calculation gives 7.956 eV.

2.
Here is a molecular structure, C17H17IMnN8O3S in a non-equilibrium geometry from the Open Molecules 2025 dataset. Energies are from wB97M-V/def2-TZVPD.

ORCA input file:
```
! RIJCOSX wB97M-V def2-TZVPD def2/J DEFGRID3
* xyz 1 5
Mn 0.50 -0.37 -0.74
C 0.37 -0.12 5.13
N 0.57 -0.29 3.69
C 0.75 -1.58 3.04
C 0.84 -1.14 1.61
O 0.93 -1.85 0.58
N 0.76 0.19 1.50
C 0.61 0.66 2.76
N 0.51 1.96 3.01
H -0.21 -0.96 5.50
H -0.21 0.78 5.32
H 1.32 -0.07 5.66
H -0.11 -2.24 3.19
H 1.65 -2.10 3.36
H 0.58 2.60 2.24
H 0.48 2.32 3.94
C 2.60 2.32 -3.62
N 2.17 0.98 -4.03
C 1.70 0.65 -5.29
C 1.40 -0.66 -5.28
N 1.71 -1.11 -4.01
C 2.17 -0.11 -3.25
S 2.72 -0.25 -1.61
H 1.98 3.06 -4.11
H 3.64 2.47 -3.89
H 2.50 2.40 -2.54
H 1.61 1.38 -6.08
H 1.02 -1.31 -6.05
H 1.57 -2.05 -3.66
I -3.43 -0.75 4.94
C -2.99 -1.17 2.95
C -3.24 -2.43 2.42
C -2.90 -2.71 1.10
C -2.30 -1.73 0.31
C -2.10 -0.46 0.84
C -2.44 -0.17 2.16
C -1.86 -2.11 -1.07
O -2.37 -2.99 -1.69
O -0.80 -1.43 -1.53
H -3.69 -3.20 3.04
H -3.08 -3.68 0.67
H -1.72 0.33 0.21
H -2.30 0.83 2.55
N -0.02 1.21 -1.51
C -0.33 2.20 -2.07
N -0.69 3.23 -2.64
C -0.14 4.27 -3.25
N 0.30 5.19 -3.79
*
```

The HOMO energy (spin up / spin down) is -0.4296 / -0.4310 hartree. The calculation puts the energy above the lowest of the compared OMol25 structures with the same formula, charge and spin at 2.2 kcal per mole. For the HOMO-LUMO gap (spin up / spin down), the calculation gives 6.884 / 8.324 eV.

3.
Here is a molecular structure, C17H17N2O3PdS3Sb from the Open Molecules 2025 dataset. Energies are from wB97M-V/def2-TZVPD.

ORCA input file:
```
! RIJCOSX wB97M-V def2-TZVPD def2/J DEFGRID3
* xyz -2 1
Pd -0.46 0.62 -0.02
S 0.23 -0.32 -2.13
C 1.70 -1.13 -1.89
N 2.47 -1.20 -0.84
C 3.59 -1.96 -1.04
C 4.57 -2.21 -0.07
C 5.66 -2.99 -0.39
C 5.81 -3.54 -1.67
C 4.85 -3.30 -2.64
C 3.74 -2.52 -2.33
S 2.38 -2.05 -3.30
H 4.44 -1.78 0.91
H 6.42 -3.19 0.36
H 6.67 -4.15 -1.90
H 4.95 -3.73 -3.63
C 0.24 0.01 4.22
Sb 0.65 -0.11 2.08
C 1.22 -2.19 2.24
C 2.64 0.67 2.30
H 1.05 -0.43 4.79
H -0.69 -0.52 4.44
H 0.11 1.05 4.51
H 1.92 -2.34 3.06
H 1.67 -2.49 1.30
H 0.32 -2.79 2.42
H 3.18 0.13 3.07
H 2.59 1.73 2.56
H 3.14 0.57 1.34
O -1.81 7.28 -0.19
S -1.52 6.26 0.80
O -1.62 6.71 2.18
N -2.32 4.91 0.54
C -1.51 3.88 0.21
O -1.87 2.74 -0.06
C -0.04 4.28 0.20
C 1.07 3.50 -0.08
C 2.32 4.09 -0.01
C 2.46 5.43 0.33
C 1.35 6.22 0.60
C 0.11 5.61 0.53
H 0.94 2.44 -0.33
H 3.20 3.49 -0.22
H 3.46 5.87 0.38
H 1.44 7.27 0.86
*
```

The HOMO energy is -0.0365 hartree. The calculation puts the energy above the lowest of the compared OMol25 structures with the same formula, charge and spin at 0.0 kcal per mole. For the HOMO-LUMO gap, the calculation gives 5.279 eV.

4.
Here is C17H17N3O2S in the gas phase in a non-equilibrium geometry from the Open Molecules 2025 dataset. Energies are from wB97M-V/def2-TZVPD.

ORCA input file:
```
! RIJCOSX wB97M-V def2-TZVPD def2/J DEFGRID3
* xyz 0 1
N 3.41 -3.31 -0.80
C 2.07 -3.15 -0.71
O 1.48 -2.33 -1.40
C 1.37 -4.05 0.25
C 1.87 -5.33 0.49
C 1.23 -6.19 1.37
C 0.09 -5.77 2.03
C -0.43 -4.51 1.79
C 0.18 -3.64 0.89
N -0.29 -2.37 0.63
C -1.50 -1.82 0.84
S -2.87 -2.54 1.41
N -1.61 -0.48 0.50
C -0.62 0.44 0.22
O 0.55 0.16 0.23
C -1.18 1.81 -0.08
C -0.05 2.79 -0.40
C -0.48 4.20 -0.73
C -1.81 4.61 -0.75
C -2.13 5.92 -1.06
C -1.13 6.84 -1.34
C 0.19 6.44 -1.32
C 0.51 5.13 -1.01
H 3.92 -3.87 -0.16
H 3.91 -2.69 -1.41
H 2.75 -5.67 -0.03
H 1.62 -7.18 1.54
H -0.41 -6.42 2.72
H -1.32 -4.19 2.31
H 0.35 -1.78 0.08
H -2.57 -0.14 0.57
H -1.87 1.73 -0.92
H -1.74 2.16 0.79
H 0.64 2.82 0.44
H 0.51 2.39 -1.25
H -2.61 3.92 -0.54
H -3.16 6.23 -1.08
H -1.39 7.87 -1.58
H 0.98 7.15 -1.53
H 1.55 4.82 -0.99
*
```

Its SMILES is NC(=O)c1ccccc1NC(=S)NC(=O)CCc1ccccc1. The HOMO energy is -0.3066 hartree. The calculation puts the energy above the lowest of the compared OMol25 structures with the same formula, charge and spin at 2.9 kcal per mole. For the HOMO-LUMO gap, the calculation gives 8.624 eV.

5.
Here is C17H17N3O3S in the gas phase in a non-equilibrium geometry from the Open Molecules 2025 dataset. Energies are from wB97M-V/def2-TZVPD.

ORCA input file:
```
! RIJCOSX wB97M-V def2-TZVPD def2/J DEFGRID3
* xyz 0 1
C -5.27 5.44 0.20
O -5.46 4.30 1.07
C -4.41 3.39 1.13
C -4.77 2.10 1.62
C -3.84 1.06 1.62
C -2.52 1.32 1.14
C -1.57 0.21 1.12
C -0.28 0.21 0.64
C 0.26 -1.11 0.82
C 1.39 -1.83 0.57
N 2.54 -1.27 0.10
C 2.75 -0.53 -1.05
O 1.83 -0.03 -1.69
C 4.20 -0.40 -1.57
C 4.61 -1.71 -2.27
S 5.00 -3.10 -1.12
C 4.80 -4.67 -2.12
N 1.50 -3.11 0.94
C 0.49 -3.65 1.59
N -0.68 -3.06 1.87
C -0.76 -1.81 1.47
O -1.89 -1.06 1.60
C -2.18 2.59 0.61
C -3.13 3.60 0.62
H -4.54 6.08 0.68
H -6.20 6.04 0.13
H -4.95 5.16 -0.81
H -5.76 1.92 2.05
H -4.19 0.11 2.03
H 0.16 1.07 0.20
H 3.35 -1.78 0.43
H 4.90 -0.24 -0.75
H 4.24 0.51 -2.22
H 5.54 -1.49 -2.82
H 3.85 -1.98 -3.02
H 5.63 -4.68 -2.85
H 3.87 -4.73 -2.64
H 4.94 -5.52 -1.46
H 0.56 -4.68 1.86
H -1.22 2.77 0.14
H -2.82 4.54 0.15
*
```

Its SMILES is COc1ccc(-c2cc3c(NC(=O)CCSC)ncnc3o2)cc1. The HOMO energy is -0.2845 hartree. The calculation puts the energy above the lowest of the compared OMol25 structures with the same formula, charge and spin at 49.2 kcal per mole. For the HOMO-LUMO gap, the calculation gives 7.923 eV.

Number 1: E -37415.69480 eV. Number 2: E -86220.57577 eV. Number 3: E -69552.70855 eV. Number 4: E -37307.27066 eV. Number 5: E -39352.59204 eV.